[1]
Entry from OMol25: the ion C5H9F3NO3S with charge +1 at a distorted geometry (the ωB97M-V functional and the def2-TZVPD basis).

Its SMILES is CC(OS(=O)(=O)C(F)(F)F)=[N+](C)C. The relative energy (zero: lowest compared OMol25 entry of this formula, charge and spin) comes out at 0.0 kcal/mol. The LUMO energy comes out at -4.52 eV. The total charge is +1.

CARTESIAN COORDINATES (ANGSTROEM)
1 C -0.22018 -1.85119 -0.94371
2 C 0.57256 -1.00953 -0.03398
3 O 1.55764 -1.60332 0.64906
4 S 1.16528 -1.87207 2.26178
5 O 2.09815 -1.22330 3.08819
6 O -0.21417 -1.54838 2.29961
7 C 1.43098 -3.74004 2.19372
8 F 2.68448 -3.98641 1.90406
9 F 1.09345 -4.28740 3.33577
10 F 0.64511 -4.17886 1.22489
11 N 0.37170 0.26087 0.12169
12 C 1.20655 1.09514 0.95534
13 C -0.74187 0.93644 -0.51173
14 H -0.55999 -1.31280 -1.82384
15 H 0.36734 -2.71770 -1.24601
16 H -1.10153 -2.22210 -0.41525
17 H 1.45590 1.99960 0.39947
18 H 2.12453 0.58315 1.23483
19 H 0.66715 1.37916 1.85921
20 H -1.68721 0.52413 -0.15272
21 H -0.70393 0.84157 -1.59666
22 H -0.70933 1.99405 -0.26047

---

[2]
Entry from OMol25: the molecule C2H6N2OS at a distorted geometry (the ωB97M-V functional and the def2-TZVPD basis).

Its SMILES is CON(N)C=S. The relative energy (zero: lowest compared OMol25 entry of this formula, charge and spin) comes out at 104.8 kcal/mol. The LUMO energy comes out at 0.61 eV. The total charge is 0.

CARTESIAN COORDINATES (ANGSTROEM)
1 C 1.43144 -0.68564 -0.48668
2 O 0.15214 -0.38858 -0.92934
3 N -0.59449 0.28838 0.00730
4 N -1.05231 -0.51586 1.10146
5 C -1.06864 1.53584 -0.04989
6 S -0.50965 2.49179 -1.22593
7 H 1.70051 0.17833 0.05651
8 H 2.11650 -0.83628 -1.40821
9 H 1.70003 -1.53514 0.15985
10 H -1.74006 -1.22575 0.62842
11 H -0.18819 -0.99783 1.53316
12 H -1.94727 1.69074 0.61336

---

Number 1: orbital gap 11.5 eV, HOMO energy -16.02 eV. Number 2: orbital gap 8.9 eV, HOMO energy -8.32 eV.